Entry 1:
Formula: C3H8Se
Source: the Open Molecules 2025 dataset
Level of theory: wB97M-V/def2-TZVPD

Geometry as XYZ:
```
12
Properties=species:S:1:pos:R:3:forces:R:3:nbo_charge:R:1
C -1.12189 -1.07109 0.48532 3.32 1.72 -2.14 -0.576
C -0.04225 1.39837 -0.47577 0.30 0.02 -0.04 -0.664
C 0.50215 0.00162 -0.36257 -3.07 -1.88 2.14 -0.328
Se 1.95399 -0.09325 0.91104 -0.06 0.40 -0.03 0.061
H -0.72575 -2.06510 0.60080 0.00 -0.24 0.12 0.196
H -1.86866 -0.98282 -0.28181 -0.40 -0.03 -0.11 0.190
H -1.32928 -0.55368 1.39935 -0.03 0.25 0.35 0.195
H -0.39763 1.73906 0.49565 -0.03 0.08 0.02 0.212
H 0.72886 2.09490 -0.81356 0.00 0.06 -0.05 0.213
H -0.86939 1.43899 -1.17875 -0.11 -0.03 -0.05 0.221
H 0.73246 -0.51096 -1.28470 0.00 -0.01 -0.10 0.203
H 2.43740 -1.39603 0.50500 0.07 -0.35 -0.11 0.076
```
Positions in Å, forces in eV/Å.

Results
- HOMO level (eV) = -8.171
- Kohn-Sham gap (Ha) = 0.3330
- total charge = 0
- total energy (hartree) = -2520.44478
- LUMO (eV) = 0.9

Entry 2:
Formula: C14H13Br2ClN2O4Zn
Source: the Open Molecules 2025 dataset
Level of theory: wB97M-V/def2-TZVPD

Geometry as XYZ:
```
37
Properties=species:S:1:pos:R:3:forces:R:3:nbo_charge:R:1
Zn -0.99797 0.82550 -0.19640 -0.23 -0.48 -0.35 1.510
C 2.56303 -1.05800 -0.10060 0.04 -0.09 0.01 -0.663
C 2.30763 0.39860 -0.12870 0.04 -0.23 0.03 0.412
N 1.13013 0.99080 -0.18040 -0.41 -0.06 0.07 -0.622
C 1.35713 2.33890 -0.24060 0.71 0.49 -0.02 -0.005
C 2.71403 2.56480 -0.21370 -0.54 0.23 -0.03 0.011
N 3.28573 1.32110 -0.14540 -0.13 0.18 0.02 -0.474
C 3.58723 3.77590 -0.23980 -0.11 -0.27 -0.01 0.768
O 2.99233 4.93570 -0.29360 -0.21 0.32 -0.02 -0.662
O 4.78673 3.62180 -0.20820 0.03 -0.02 0.01 -0.604
C 0.20613 3.29680 -0.35260 0.82 0.13 0.17 0.779
O 0.44813 4.50370 -0.37950 0.01 0.26 -0.06 -0.660
O -0.93597 2.76460 -0.39970 -0.41 -0.23 -0.16 -0.843
H 1.63353 -1.60280 0.02830 -0.10 -0.03 0.02 0.255
H 3.24443 -1.31150 0.70990 0.02 -0.07 0.02 0.237
H 3.01443 -1.36790 -1.04220 0.04 -0.09 -0.03 0.240
H 4.28713 1.18120 -0.10910 -0.09 0.01 -0.02 0.452
H 1.97333 4.87530 -0.32570 0.27 -0.29 0.02 0.519
Br -3.90317 2.36330 0.42470 -0.20 -0.05 0.34 0.082
C -3.54867 1.64400 2.17750 -0.08 -0.01 -0.07 -0.523
Br -1.64317 1.55100 2.57940 -0.19 0.01 0.01 0.029
H -3.93127 0.62760 2.22100 0.10 0.16 -0.04 0.236
H -4.01507 2.28760 2.92040 0.19 -0.09 -0.14 0.235
Cl -2.81927 -1.86450 1.82350 -0.26 0.02 0.34 -0.025
C -1.94717 -2.69170 0.57830 0.23 -0.08 -0.21 -0.073
C -1.53537 -3.98950 0.81560 0.08 -0.10 -0.04 -0.166
C -0.79437 -4.65420 -0.14670 0.01 -0.02 0.08 -0.250
C -0.46557 -4.00440 -1.32470 0.05 0.00 -0.06 -0.207
C -0.90037 -2.71290 -1.55050 0.03 -0.01 0.10 -0.222
C -1.66727 -2.02180 -0.61200 -0.10 0.07 -0.07 -0.050
C -2.18057 -0.65960 -0.88900 0.25 0.28 0.32 -1.030
H -1.79547 -4.47690 1.74260 -0.03 0.00 0.09 0.218
H -0.47427 -5.66890 0.02680 0.04 -0.12 0.03 0.216
H 0.12123 -4.50850 -2.07670 0.06 -0.08 -0.09 0.214
H -0.65117 -2.20980 -2.47340 0.00 0.03 -0.15 0.210
H -3.17347 -0.55210 -0.45490 0.02 0.18 -0.03 0.232
H -2.27277 -0.51310 -1.96400 0.05 0.07 -0.08 0.227
```
Positions in Å, forces in eV/Å.

Results
- HOMO level (eV) = -8.505
- Kohn-Sham gap (Ha) = 0.3132
- total charge = 0
- total energy (hartree) = -8339.42849
- LUMO (eV) = 0.0

Entry 3:
Formula: C5H6N2
Source: the Open Molecules 2025 dataset
Level of theory: wB97M-V/def2-TZVPD

Geometry as XYZ:
```
13
Properties=species:S:1:pos:R:3:forces:R:3:nbo_charge:R:1
N 0.44548 -2.28224 2.02557 0.05 1.12 0.18 -0.316
C 0.01956 -1.27000 1.65782 0.45 -0.45 0.94 0.262
C -0.83494 -0.39496 0.89930 -0.19 -0.81 -0.26 -0.244
C -0.87337 0.60764 -0.20383 -0.11 0.43 -0.24 -0.035
C 0.37488 1.24444 -0.72024 0.15 0.20 0.02 -0.433
C 0.96230 -0.17515 -0.64473 0.20 -0.11 -0.11 -0.245
N -0.45669 -0.76759 -0.51638 -0.37 0.10 -0.53 -0.325
H -1.85894 -0.55455 1.23185 -0.02 -0.56 -0.46 0.250
H -1.89303 0.84517 -0.50955 0.17 0.41 0.41 0.218
H 0.21509 1.55048 -1.75815 0.07 0.01 0.17 0.221
H 0.80468 2.06475 -0.14745 0.13 -0.11 -0.04 0.216
H 1.46816 -0.55351 -1.53205 -0.20 0.01 0.05 0.221
H 1.62683 -0.31448 0.21784 -0.34 -0.24 -0.13 0.210
```
Positions in Å, forces in eV/Å.

Results
- HOMO level (eV) = -9.783
- Kohn-Sham gap (Ha) = 0.3883
- total charge = 0
- total energy (hartree) = -303.49885
- LUMO (eV) = 0.8

Entry 4:
Formula: C7H9N
Source: the Open Molecules 2025 dataset
Level of theory: wB97M-V/def2-TZVPD

Geometry as XYZ:
```
17
Properties=species:S:1:pos:R:3:forces:R:3:nbo_charge:R:1
C 1.68359 -0.60613 0.13400 0.70 -0.02 2.93 -0.268
C 0.31491 0.93796 -0.60261 -7.36 -0.25 0.81 0.037
C -0.34623 -0.54410 -0.85454 -2.27 0.59 -0.83 -0.268
C -1.85564 -0.38101 -0.68294 0.43 0.87 -0.44 -0.246
C -1.81917 0.39428 0.42398 -2.46 -0.41 0.33 -0.210
C -0.29963 0.50483 0.86440 -4.17 1.52 0.85 -0.325
C 0.22075 -0.89711 0.49117 -0.04 -1.13 0.76 -0.209
H 2.44007 -1.22116 -0.32531 -0.64 -0.93 -0.56 0.218
H 2.00066 -0.51572 1.15964 1.38 0.68 0.45 0.192
H 1.94836 1.46045 0.07358 0.42 -1.52 -1.25 0.355
H -0.00654 1.93331 -1.07000 0.20 -1.71 0.48 0.222
H 0.10505 -1.10606 -1.59906 0.38 -0.99 -2.04 0.207
H -2.68825 -0.65938 -1.41775 1.39 0.49 1.44 0.232
H -2.81324 0.81702 0.87808 2.41 -0.54 -0.46 0.218
H -0.38089 1.04311 1.88071 1.37 -0.73 -1.34 0.222
H -0.08107 -1.83300 1.19191 0.76 2.16 -2.08 0.243
N 1.57728 0.67272 -0.54526 7.50 1.92 0.96 -0.620
```
Positions in Å, forces in eV/Å.

Results
- HOMO level (eV) = -8.429
- Kohn-Sham gap (Ha) = 0.3493
- total charge = 0
- total energy (hartree) = -326.70301
- LUMO (eV) = 1.1

Question: What is the formula in the second record?
Answer: C14H13Br2ClN2O4Zn